A cluster of 3 separate species, C15H30F3IO4 in total, computed with ωB97M-V/def2-TZVPD.

Geometry (Å):
F1 1.069 -4.792 0.374
H1 -2.617 -3.345 0.734
H2 -1.585 1.925 -2.912
C1 4.352 -6.833 0.459
O1 4.340 -4.622 -0.581
H3 2.125 3.108 2.205
C2 3.460 4.783 1.975
H4 -3.211 2.424 -2.459
C3 -0.377 -3.209 -0.620
H5 -2.457 4.509 -1.553
H6 -4.517 1.027 0.739
H7 3.283 -6.807 0.685
H8 -3.699 2.960 -0.093
C4 -2.880 2.368 0.325
H9 -3.812 -1.519 1.393
H10 -2.003 5.558 -3.590
C5 -2.054 1.758 -0.822
H11 0.178 -2.913 -1.514
C6 -1.768 3.935 -2.168
H12 4.483 -7.317 -0.509
H13 -2.496 3.968 -4.195
H14 5.992 -5.457 0.199
H15 4.278 4.193 1.562
C7 0.645 -3.506 0.471
H16 2.065 5.886 1.168
C8 -2.158 2.463 -2.152
C9 -2.581 -2.568 -0.038
H17 4.814 -4.954 1.411
H18 -0.785 4.381 -4.065
H19 -4.282 -1.253 -0.280
C10 2.546 3.909 2.813
H20 -2.271 3.014 0.956
H21 3.090 3.466 3.648
C11 -3.469 1.129 1.033
O2 -1.227 -2.176 -0.230
H22 3.901 5.576 2.589
H23 -0.906 -4.143 -0.829
O3 -2.545 0.428 -0.963
O4 2.793 5.341 0.850
H24 3.398 -4.551 -0.393
F2 1.741 -2.736 0.377
H25 -3.421 1.127 2.120
H26 1.719 4.495 3.223
H27 -2.966 -2.997 -0.970
I1 0.146 4.298 -1.241
C12 -3.422 -1.354 0.386
H28 4.843 -7.439 1.222
C13 -2.706 -0.022 0.383
F3 0.142 -3.348 1.695
H29 -1.001 1.701 -0.514
H30 -1.706 -0.114 0.827
C14 4.927 -5.429 0.430
C15 -1.756 4.497 -3.588

Calculated values
Maximum force = 0.301 eV/Å
2S+1 = 1
DFT total energy = -1487.77091 hartree
SMILES string = C[C@H](I)C[C@H]1CC[C@@H](CCOCC(F)(F)F)O1.CCO.CCO
Highest occupied orbital energy = -9.14 eV
Orbital gap = 9.866 eV

Atom charges from the Löwdin analysis, given in e for atoms 1 to 8: 0.113 0.125 0.129 -0.092 -0.082 0.073 -0.326 0.134



A structure of composition C15H30InN2OS at a distorted geometry, computed with ωB97M-V/def2-TZVPD.

Geometry (Å):
H1 -1.492 2.040 -2.502
C1 -1.415 1.377 -1.577
C2 0.015 -4.426 1.104
H2 -1.229 -5.007 -0.614
H3 -2.940 3.379 1.529
O1 -3.794 0.740 0.464
H4 -2.880 -1.063 2.507
H5 -1.187 -0.678 1.965
C3 2.365 1.658 -1.490
H6 2.109 2.715 -1.796
C4 2.978 1.700 -0.027
H7 -2.408 3.074 -0.541
C5 6.092 0.871 1.649
H8 -1.338 3.313 2.386
C6 3.722 0.326 0.349
H9 0.930 -3.776 1.111
H10 3.808 2.484 -0.048
H11 -2.378 1.071 3.630
H12 -0.590 2.950 -0.289
H13 3.010 -0.269 0.984
H14 -2.331 -1.585 0.821
In1 0.573 0.317 -1.750
H15 -3.977 1.790 3.105
H16 1.677 -1.980 -0.549
H17 6.981 1.206 2.220
H18 0.423 -1.345 0.655
H19 1.311 0.183 -4.562
N1 -0.625 -0.887 -4.454
H20 -0.517 -4.432 2.108
N2 -1.681 1.665 0.981
C7 -1.056 -4.057 -0.012
C8 -1.555 2.346 -0.332
C9 -2.874 2.009 3.251
C10 5.007 0.599 1.177
H21 -2.237 0.613 -1.680
H22 0.339 -5.505 0.947
C11 -2.179 2.662 1.987
H23 -1.044 -1.634 -3.895
S1 -0.516 -2.763 -1.219
C12 -2.259 -0.788 1.611
H24 3.181 1.284 -2.193
H25 -2.831 2.748 4.116
H26 1.303 -1.455 -3.794
C13 -2.693 0.602 0.969
C14 0.631 -1.554 -0.430
H27 -2.061 -3.798 0.432
H28 -1.244 -0.081 -4.542
H29 3.923 -0.190 -0.634
C15 0.701 -0.490 -3.892
H30 2.251 2.044 0.760

Calculated values
Maximum force = 1.791 eV/Å
2S+1 = 1
DFT total energy = -1362.43538 hartree
Highest occupied orbital energy = -3.39 eV
Orbital gap = 6.191 eV
Total charge = -1

Atom charges from the Löwdin analysis, given in e for atoms 1 to 8: 0.040 -0.268 -0.172 0.058 0.116 0.078 0.080 0.076



A structure of composition C15H30IrN3OSe at a distorted geometry, computed with ωB97M-V/def2-TZVPD.

Geometry (Å):
H1 5.311 1.534 -1.307
H2 -0.819 -3.286 1.145
C1 -4.743 1.303 1.513
H3 -6.459 2.602 1.727
C2 4.396 1.706 -1.879
H4 0.748 -0.678 -1.511
H5 2.026 -3.576 0.434
C3 1.370 -3.210 1.223
C4 1.925 -1.952 1.913
H6 -4.905 3.448 1.840
N1 2.883 -0.477 -2.659
Ir1 -0.654 1.150 -0.633
H7 -5.046 -0.758 0.885
H8 3.587 -2.379 -2.064
H9 2.380 -1.346 -4.471
C5 -3.372 1.362 0.996
H10 0.859 -0.029 2.135
H11 2.639 -1.436 1.269
H12 4.313 2.778 -2.072
H13 2.528 3.144 -0.528
C6 -5.510 0.218 0.742
N2 1.185 0.169 -1.160
H14 1.108 -0.336 -3.759
H15 1.423 -1.970 -3.121
H16 -4.125 1.689 3.559
N3 3.232 1.256 -1.134
H17 -4.271 -0.030 3.168
H18 3.602 2.324 0.624
C7 -5.446 2.655 1.322
H19 -5.731 0.951 3.409
H20 -5.505 2.912 0.265
C8 1.887 -1.065 -3.541
C9 0.670 -1.101 2.092
H21 -0.081 -2.897 -0.416
H22 4.638 -1.502 -3.188
H23 2.409 -2.170 2.865
Se1 -0.785 2.510 -2.597
H24 1.235 -4.022 1.937
H25 4.545 -1.004 -1.487
O1 -0.100 -1.361 0.933
C10 0.005 -2.750 0.663
C11 -4.714 0.954 3.009
H26 -5.513 0.444 -0.324
C12 2.382 0.319 -1.627
C13 -2.232 1.386 0.562
H27 0.118 -1.409 2.989
H28 1.924 1.782 0.418
C14 2.794 2.176 -0.096
C15 3.973 -1.386 -2.330
H29 4.462 1.183 -2.826
H30 -6.544 0.171 1.094

Calculated values
Maximum force = 1.520 eV/Å
2S+1 = 5
DFT total energy = -3334.63329 hartree
Highest occupied orbital energy (spin up / spin down) = -6.23 / -7.48 eV
Orbital gap (spin up / spin down) = 6.679 / 6.805 eV

Atom charges from the Löwdin analysis, given in e for atoms 1 to 8: 0.092 0.118 -0.641 0.080 -0.046 0.033 0.097 -0.150



The molecule C15H30O2, computed with ωB97M-V/def2-TZVPD.

Geometry (Å):
H1 0.823 0.461 0.279
H2 1.252 3.341 -0.624
H3 0.124 2.193 -1.332
C1 -3.518 0.549 0.202
C2 -4.211 -1.709 1.177
H4 3.848 0.128 0.719
H5 -4.671 -1.206 2.032
H6 -1.017 1.082 1.446
H7 -5.778 -1.100 -0.178
C3 -4.795 -2.801 -1.053
H8 -4.110 -2.198 -1.644
H9 -0.985 3.839 0.148
H10 -2.339 -0.730 1.464
O1 7.060 -0.287 0.401
H11 5.229 0.382 -1.350
H12 4.190 -0.783 -2.175
C4 -5.305 -2.025 0.156
O2 5.948 -1.714 1.698
C5 1.444 1.348 0.144
C6 2.596 1.003 -0.796
H13 -4.190 0.443 -0.652
H14 4.830 -2.519 -0.461
H15 -2.564 -1.342 -0.170
H16 1.847 1.626 1.121
H17 -4.274 -3.702 -0.735
H18 -1.722 0.907 -0.917
C7 5.451 -1.646 -0.665
H19 2.195 0.729 -1.775
H20 3.227 1.884 -0.935
H21 -4.080 1.029 1.008
H22 2.816 -1.027 -0.117
C8 -1.515 1.929 0.974
H23 7.488 -0.041 1.236
H24 6.213 -1.905 -1.401
H25 -2.753 2.327 -0.728
C9 -0.472 2.979 0.588
C10 -3.066 -0.837 0.657
H26 0.024 3.324 1.499
H27 -6.073 -2.619 0.657
C11 3.446 -0.146 -0.259
C12 4.594 -0.494 -1.203
C13 -2.353 1.450 -0.211
C14 0.595 2.497 -0.396
H28 -2.183 2.371 1.717
C15 6.150 -1.249 0.609
H29 -3.790 -2.651 1.538
H30 -5.625 -3.093 -1.692

Calculated values
Maximum force = 0.728 eV/Å
2S+1 = 1
DFT total energy = -740.05828 hartree
SMILES string = CCCCCCCCCCCCCCC(=O)O
Highest occupied orbital energy = -10.36 eV
Orbital gap = 11.135 eV
Energy above the lowest of the compared OMol25 structures with the same formula, charge and spin = 0.036 eV

Atom charges from the Löwdin analysis, given in e for atoms 1 to 8: 0.109 0.111 0.106 -0.216 -0.226 0.118 0.108 0.096



Repeat the fourth record exactly.
The molecule C15H30O2, computed with ωB97M-V/def2-TZVPD.

Geometry (Å):
H1 0.823 0.461 0.279
H2 1.252 3.341 -0.624
H3 0.124 2.193 -1.332
C1 -3.518 0.549 0.202
C2 -4.211 -1.709 1.177
H4 3.848 0.128 0.719
H5 -4.671 -1.206 2.032
H6 -1.017 1.082 1.446
H7 -5.778 -1.100 -0.178
C3 -4.795 -2.801 -1.053
H8 -4.110 -2.198 -1.644
H9 -0.985 3.839 0.148
H10 -2.339 -0.730 1.464
O1 7.060 -0.287 0.401
H11 5.229 0.382 -1.350
H12 4.190 -0.783 -2.175
C4 -5.305 -2.025 0.156
O2 5.948 -1.714 1.698
C5 1.444 1.348 0.144
C6 2.596 1.003 -0.796
H13 -4.190 0.443 -0.652
H14 4.830 -2.519 -0.461
H15 -2.564 -1.342 -0.170
H16 1.847 1.626 1.121
H17 -4.274 -3.702 -0.735
H18 -1.722 0.907 -0.917
C7 5.451 -1.646 -0.665
H19 2.195 0.729 -1.775
H20 3.227 1.884 -0.935
H21 -4.080 1.029 1.008
H22 2.816 -1.027 -0.117
C8 -1.515 1.929 0.974
H23 7.488 -0.041 1.236
H24 6.213 -1.905 -1.401
H25 -2.753 2.327 -0.728
C9 -0.472 2.979 0.588
C10 -3.066 -0.837 0.657
H26 0.024 3.324 1.499
H27 -6.073 -2.619 0.657
C11 3.446 -0.146 -0.259
C12 4.594 -0.494 -1.203
C13 -2.353 1.450 -0.211
C14 0.595 2.497 -0.396
H28 -2.183 2.371 1.717
C15 6.150 -1.249 0.609
H29 -3.790 -2.651 1.538
H30 -5.625 -3.093 -1.692

Calculated values
Maximum force = 0.728 eV/Å
2S+1 = 1
DFT total energy = -740.05828 hartree
SMILES string = CCCCCCCCCCCCCCC(=O)O
Highest occupied orbital energy = -10.36 eV
Orbital gap = 11.135 eV
Energy above the lowest of the compared OMol25 structures with the same formula, charge and spin = 0.036 eV

Atom charges from the Löwdin analysis, given in e for atoms 1 to 8: 0.109 0.111 0.106 -0.216 -0.226 0.118 0.108 0.096



What is the formula in the third record?
C15H30IrN3OSe



Which of these has the highest maximum force?
C15H30InN2OS